No. 1
# C3H8N4O

C3H8N4O as an isolated structure (ωB97M-V/def2-TZVPD, OMol25).

```
16
Properties=species:S:1:pos:R:3:nbo_charge:R:1
C 1.86295 -0.10330 0.45427 -0.696
C 0.49621 -0.51758 -0.19413 0.449
C -1.74586 -1.64278 0.18632 0.153
H 1.66627 0.82303 1.03073 0.236
H 2.88807 -0.22416 -0.03977 0.257
H 2.15609 -0.75852 1.36707 0.237
H -0.99025 0.08178 -1.63300 0.411
H 0.10086 2.43836 -0.33318 0.385
H 0.82137 1.90379 -2.03472 0.383
H -2.47464 -2.52322 -0.25056 0.219
H -0.85259 0.30018 1.28825 0.452
N 0.00258 0.43045 -0.86255 -0.426
N 0.72247 1.67903 -0.97954 -0.661
N -0.21437 -1.59878 0.14474 -0.625
N -2.58422 -0.71454 0.61164 -0.155
O -1.85494 0.42624 1.24442 -0.619
```

charge	0
ΔE to the lowest compared entry with this formula, charge and spin	182.9	kcal per mole
calculated total energy	-413.12459	Eh
gap between HOMO and LUMO	9.00	eV
HOMO energy	-8.727	eV

***

No. 2
# C3H8N4O

One molecule with the formula C3H8N4O (ωB97M-V/def2-TZVPD, OMol25).

```
16
Properties=species:S:1:pos:R:3:nbo_charge:R:1
C 1.23025 1.34238 -1.73307 -0.436
C -0.19128 0.46443 0.03231 0.574
C -1.32638 -0.67406 1.85129 0.275
H 1.30016 2.35421 -2.18992 0.228
H 2.20679 1.06966 -1.48201 0.193
H 0.89070 0.57959 -2.48979 0.209
H -0.14490 2.47774 -0.32464 0.434
H 1.30414 -0.46783 -0.84084 0.348
H 0.01917 -2.33203 0.36351 0.470
H -0.33418 -1.29955 1.92429 0.090
H -2.40372 -1.93965 2.82997 0.341
N 0.29930 1.53601 -0.59888 -0.603
N 0.63020 -0.68758 -0.14298 -0.356
N -1.04841 0.47467 1.01811 -0.588
N -2.47741 -1.03504 2.24676 -0.638
O 0.04557 -1.86295 -0.46410 -0.540
```

charge	0
ΔE to the lowest compared entry with this formula, charge and spin	100.1	kcal per mole
calculated total energy	-413.25661	Eh
gap between HOMO and LUMO	9.39	eV
SMILES	[H]/N=C/N=C(/NC)NO
HOMO energy	-8.796	eV

***

No. 3
# C3H8N4O5S

A 2-piece molecular cluster, C3H8N4O5S overall (ωB97M-V/def2-TZVPD, OMol25).

```
21
Properties=species:S:1:pos:R:3:nbo_charge:R:1
C 2.09415 -0.81034 0.37717 0.722
C -0.93528 -0.50660 -2.21957 -0.606
C -1.13559 0.91036 -1.80725 -0.294
N 1.22715 -1.83197 0.60124 -0.900
N 1.68194 0.51369 0.20653 -0.338
N -1.40466 0.77876 -0.42632 -0.222
N 0.73108 1.00603 0.81919 -0.455
O -1.75067 2.11829 0.09531 -0.676
O -0.63907 -0.84334 2.33046 -1.035
O 3.28355 -1.05356 0.17118 -0.727
O 1.45968 0.24286 2.98670 -1.045
O -0.60765 1.58372 2.89523 -1.009
S 0.14740 0.48147 2.35305 2.391
H -1.73312 -1.20541 -1.78028 0.201
H -0.95459 -0.79962 -3.36273 0.159
H 0.09473 -0.98414 -1.88664 0.234
H -0.21218 1.34535 -2.03799 0.173
H -1.95463 1.50726 -2.46854 0.117
H 1.77439 -2.65467 0.85997 0.361
H 0.32981 -1.66267 1.25084 0.449
H -1.49645 1.86454 1.04244 0.499
```

charge	-2
calculated total energy	-1112.35609	Eh
gap between HOMO and LUMO (alpha / beta)	4.82 / 6.73	eV
HOMO energy (alpha / beta)	1.518 / -0.393	eV

***

No. 4
# C3H8N4S

One molecule with the formula C3H8N4S (ωB97M-V/def2-TZVPD, OMol25).

```
16
Properties=species:S:1:pos:R:3:nbo_charge:R:1
C 1.84386 0.63268 0.77646 -0.077
C -2.08316 -0.16524 1.00080 -0.453
C 1.32450 -1.30569 -1.16709 -0.734
N 1.37000 1.54444 0.01445 -0.336
N 0.22756 1.65914 -0.79771 -0.136
N -0.75503 0.96466 -0.41128 -0.017
N -0.80386 0.13433 0.51476 -0.351
S 1.83768 -1.11293 0.57578 0.251
H 2.74137 1.04063 1.36834 0.217
H -2.27477 -0.98682 1.65457 0.227
H -2.49191 0.76201 1.52630 0.191
H -2.85864 -0.42958 0.20112 0.167
H 1.10517 -0.28281 -1.60880 0.243
H 0.34819 -1.84092 -1.12734 0.225
H 2.09933 -1.81008 -1.61231 0.222
H -1.63029 1.19619 -0.90804 0.363
```

charge	0
ΔE to the lowest compared entry with this formula, charge and spin	112.8	kcal per mole
calculated total energy	-736.13843	Eh
gap between HOMO and LUMO (alpha / beta)	8.57 / 8.57	eV
HOMO energy (alpha / beta)	-7.989 / -7.988	eV

***

No. 5
# C3H8N5

An isolated ion of composition C3H8N5 and charge +1 (ωB97M-V/def2-TZVPD, OMol25).

```
16
Properties=species:S:1:pos:R:3:nbo_charge:R:1
C 0.04656 -1.72892 -0.22681 0.158
C -1.03436 0.43798 -0.09974 0.473
C -1.10383 -0.99994 0.33071 -0.586
N 1.31931 -1.14851 -0.31033 -0.235
N 0.14616 0.98379 -0.13012 -0.403
N -2.09485 1.23319 -0.28489 -0.732
N 2.58863 0.64357 -0.00441 -0.587
N 1.30831 0.18238 0.24193 0.017
H 0.08620 -2.69535 -0.85656 0.276
H -2.03638 -1.47938 0.13215 0.278
H -0.90811 -1.15955 1.38823 0.284
H -3.06525 1.06833 -0.40459 0.433
H -1.83343 2.14021 -0.32735 0.410
H 2.64104 0.72660 -1.08890 0.398
H 2.74786 1.64726 0.39334 0.403
H 1.19214 0.14834 1.24735 0.414
```

charge	+1
ΔE to the lowest compared entry with this formula, charge and spin	86.7	kcal per mole
calculated total energy	-392.50933	Eh
gap between HOMO and LUMO	10.17	eV
SMILES	NC1=N[N@H+](N)N=CC1
HOMO energy	-14.375	eV

***

No. 6
# C3H8N5

C3H8N5 as an isolated structure (ωB97M-V/def2-TZVPD, OMol25).

```
16
Properties=species:S:1:pos:R:3:nbo_charge:R:1
C -1.01295 1.17005 0.60806 0.318
C -1.79017 -0.92671 0.27606 0.365
C 0.47658 -0.52077 -0.30794 0.290
N -2.01922 0.30120 0.49167 -0.499
N 0.20565 0.74227 0.44182 -0.154
N -0.63750 -1.41350 -0.24364 -0.568
N 0.92307 -0.40457 -1.66604 -0.819
N 1.26141 1.23588 1.11650 -0.611
H -1.22682 2.17144 0.88964 0.226
H -2.57200 -1.66904 0.28145 0.221
H 1.59460 -0.96807 0.40815 0.179
H -0.55193 -2.36470 -0.54786 0.452
H 1.74153 -0.00915 -1.93147 0.397
H 0.22566 -0.37224 -2.29669 0.381
H 1.16461 1.99264 1.70277 0.408
H 2.21747 1.03527 0.77752 0.414
```

charge	+1
ΔE to the lowest compared entry with this formula, charge and spin	58.8	kcal per mole
calculated total energy	-392.55379	Eh
gap between HOMO and LUMO	8.91	eV
HOMO energy	-13.527	eV

***

No. 7
# C3H8NO

A 2-piece molecular cluster, C3H8NO overall (ωB97M-V/def2-TZVPD, OMol25).

```
13
Properties=species:S:1:pos:R:3:nbo_charge:R:1
C -0.28415 0.09754 -0.79008 -0.395
N -0.17597 0.97658 -2.11881 -1.035
C 0.64497 0.67627 0.34296 -0.486
C -0.62557 0.25096 0.94554 0.312
O -0.72584 -0.66436 1.80089 -0.751
H -1.26306 0.50181 -1.18915 0.398
H 0.82391 -3.02358 1.05483 -0.095
H -0.11819 -0.95642 -0.94751 0.177
H 0.44193 1.72893 -1.83847 0.286
H 0.76178 1.75447 0.27383 0.202
H 1.49242 0.00890 0.27836 0.219
H 0.41099 -2.40337 1.21580 0.069
H -1.38323 1.05227 0.97180 0.099
```

charge	-1
ΔE to the lowest compared entry with this formula, charge and spin	114.5	kcal per mole
calculated total energy	-248.90414	Eh
gap between HOMO and LUMO	6.62	eV
HOMO energy	-2.103	eV

***

No. 8
# C3H8NO

An isolated ion of composition C3H8NO and charge -1 (ωB97M-V/def2-TZVPD, OMol25).

```
13
Properties=species:S:1:pos:R:3:nbo_charge:R:1
C 1.66848 -1.19211 -0.58048 -0.377
N 0.40344 -0.67743 -0.46067 -0.738
C -0.05095 -0.25517 0.97105 -0.268
C -1.09716 0.90753 0.60737 -0.003
O -1.16394 1.36022 -0.65974 -0.912
H 2.26620 -1.05256 -1.51114 0.166
H 1.55616 -2.29208 -0.46914 0.138
H 2.41878 -0.89672 0.19379 0.131
H -0.12612 0.10636 -1.05091 0.438
H 0.80988 0.21746 1.50422 0.150
H -0.65085 -1.10781 1.48107 0.158
H -0.84156 1.71786 1.50658 0.037
H -2.06727 0.40625 0.86049 0.079
```

charge	-1
ΔE to the lowest compared entry with this formula, charge and spin	37.9	kcal per mole
calculated total energy	-249.02616	Eh
gap between HOMO and LUMO	7.07	eV
SMILES	CNCC[O-]
HOMO energy	-2.653	eV

***

No. 9
# C3H8NO

A 2-piece molecular cluster, C3H8NO overall (ωB97M-V/def2-TZVPD, OMol25).

```
13
Properties=species:S:1:pos:R:3:nbo_charge:R:1
C -0.34855 1.82644 2.26021 -0.213
O -1.01727 0.70050 1.86203 -0.971
H 0.75384 1.72323 2.10526 0.087
H -0.41916 1.98238 3.36693 0.089
H -0.73765 2.76135 1.81108 0.093
C 0.54421 -1.57340 -2.29280 -0.445
C 0.00520 -0.38414 -0.36232 -0.060
N 0.41698 -0.31743 -1.55919 -0.482
H 0.17250 -1.35525 -3.29556 0.185
H 1.54013 -2.01552 -2.23552 0.181
H -0.14096 -2.35186 -1.92600 0.158
H -0.54901 0.40771 0.25671 0.290
H -0.22027 -1.40402 0.00916 0.088
```

charge	-1
ΔE to the lowest compared entry with this formula, charge and spin	41.1	kcal per mole
calculated total energy	-249.02117	Eh
gap between HOMO and LUMO	6.41	eV
HOMO energy	-2.339	eV

***

No. 10
# C3H8NO

A 2-piece molecular cluster, C3H8NO overall (ωB97M-V/def2-TZVPD, OMol25).

```
13
Properties=species:S:1:pos:R:3:nbo_charge:R:1
C -2.37857 0.06812 -0.44190 -0.185
O -1.73885 -0.13995 0.70712 -0.955
H -3.07812 -0.75016 -0.89108 0.044
H -1.61458 0.02491 -1.27642 0.061
H -3.05956 0.96808 -0.60530 0.076
C 1.69736 0.98547 0.58874 -0.453
C 0.99530 -0.88778 -0.56210 -0.068
N 2.00935 -0.19936 -0.25059 -0.454
H 1.37708 0.52844 1.53777 0.205
H 2.67179 1.43358 0.79418 0.166
H 0.98785 1.72810 0.22900 0.206
H 1.12013 -1.77880 -1.19488 0.125
H -0.03966 -0.76517 -0.23200 0.233
```

charge	-1
ΔE to the lowest compared entry with this formula, charge and spin	36.9	kcal per mole
calculated total energy	-249.02786	Eh
gap between HOMO and LUMO	6.74	eV
HOMO energy	-2.373	eV

***

No. 11
# C3H8NO

A 2-piece molecular cluster, C3H8NO overall (ωB97M-V/def2-TZVPD, OMol25).

```
13
Properties=species:S:1:pos:R:3:lowdin_spin:R:1
C -1.29018 -0.09233 2.61464 0.120
O -0.50739 0.02046 1.53848 0.760
H -1.80536 0.76821 3.08914 -0.001
H -2.00603 -0.94032 2.44816 0.055
H -0.83580 -0.60583 3.46436 0.052
C -0.46938 0.29026 -1.37582 0.008
C 1.80361 -0.23680 -1.33627 0.001
N 0.84449 0.06265 -2.09818 0.003
H -0.38034 0.05907 -0.31474 0.002
H -1.18740 -0.39291 -1.83516 0.000
H -0.68793 1.34018 -1.51170 0.000
H 2.75430 -0.69793 -1.64278 0.000
H 1.83194 0.20501 -0.32358 0.000
```

charge	0
ΔE to the lowest compared entry with this formula, charge and spin	46.8	kcal per mole
calculated total energy	-248.94122	Eh
gap between HOMO and LUMO (alpha / beta)	9.80 / 7.13	eV
2S+1	2
HOMO energy (alpha / beta)	-8.991 / -8.984	eV
expectation value of S²	0.75

***

No. 12
# C3H8NO

A 2-piece molecular cluster, C3H8NO overall (ωB97M-V/def2-TZVPD, OMol25).

```
13
Properties=species:S:1:pos:R:3:nbo_charge:R:1
C -0.93805 2.00696 0.66422 0.289
N -0.79876 0.81486 1.15456 -0.720
H -1.82694 2.28255 0.08544 0.217
H -0.23805 2.83741 0.79685 0.230
H 0.03747 0.25885 0.89409 0.480
H -1.29617 0.30976 1.88713 0.480
C -0.24231 -1.61285 -0.86574 -0.497
C 1.02639 -1.30587 -0.61860 0.125
O 1.60505 -0.10808 -0.22146 -0.750
H -0.37476 -2.35955 -1.63478 0.251
H -1.10714 -1.15868 -0.42360 0.186
H 1.78620 -2.01384 -0.93869 0.189
H 2.36709 0.04850 -0.77943 0.519
```

charge	+1
ΔE to the lowest compared entry with this formula, charge and spin	88.8	kcal per mole
calculated total energy	-248.69442	Eh
gap between HOMO and LUMO	6.07	eV
HOMO energy	-13.229	eV

***

Which of these has the lowest charge?
C3H8N4O5S

***

Copy entry 12 word for word.
# C3H8NO

A 2-piece molecular cluster, C3H8NO overall (ωB97M-V/def2-TZVPD, OMol25).

```
13
Properties=species:S:1:pos:R:3:nbo_charge:R:1
C -0.93805 2.00696 0.66422 0.289
N -0.79876 0.81486 1.15456 -0.720
H -1.82694 2.28255 0.08544 0.217
H -0.23805 2.83741 0.79685 0.230
H 0.03747 0.25885 0.89409 0.480
H -1.29617 0.30976 1.88713 0.480
C -0.24231 -1.61285 -0.86574 -0.497
C 1.02639 -1.30587 -0.61860 0.125
O 1.60505 -0.10808 -0.22146 -0.750
H -0.37476 -2.35955 -1.63478 0.251
H -1.10714 -1.15868 -0.42360 0.186
H 1.78620 -2.01384 -0.93869 0.189
H 2.36709 0.04850 -0.77943 0.519
```

charge	+1
ΔE to the lowest compared entry with this formula, charge and spin	88.8	kcal per mole
calculated total energy	-248.69442	Eh
gap between HOMO and LUMO	6.07	eV
HOMO energy	-13.229	eV

***

Which of these has the lowest calculated total energy?
C3H8N4O5S